No. 1
Below is a single C5H7N molecule, with properties calculated with wB97M-V/def2-TZVPD.

```
13
Properties=species:S:1:pos:R:3:forces:R:3
N -0.320 -1.067 0.206 0.0 0.0 -0.2
C 1.835 -0.036 -0.179 0.3 0.1 0.1
C -1.604 -0.676 -0.048 -0.1 0.0 0.0
C 0.473 0.031 0.429 -0.1 0.0 -0.4
C -1.660 0.688 0.101 -0.1 0.0 0.1
C -0.354 1.131 0.445 0.0 0.0 -0.1
H 2.426 -0.917 0.084 0.0 0.1 0.2
H 2.417 0.870 -0.019 0.0 -0.1 0.2
H -2.342 -1.397 -0.368 -0.1 0.1 0.3
H -2.514 1.316 -0.107 0.0 -0.1 0.3
H 1.618 -0.095 -1.252 0.4 0.0 0.0
H 0.046 -2.002 0.123 -0.2 0.1 -0.1
H -0.023 2.153 0.584 -0.1 -0.2 -0.2
```
Forces are in eV/Å.

Results
E (eV): -6787.9680
SMILES string: Cc1ccc[nH]1
Spin multiplicity: 1
HOMO-LUMO gap (eV): 8.951
HOMO energy (eV): -7.901
Relative energy (zero: lowest compared OMol25 entry of this formula, charge and spin) (kcal per mole): 12.6

No. 2
Below is a single C18H32BrNO5 molecule in a non-equilibrium geometry, with properties calculated with wB97M-V/def2-TZVPD.

```
57
Properties=species:S:1:pos:R:3:forces:R:3
Br 2.386 -1.618 0.909 0.0 0.0 -0.1
O 0.392 2.350 -2.404 -0.2 0.0 0.1
O -0.528 -1.283 -0.950 0.2 0.1 -0.1
O -1.521 2.684 2.012 -0.1 -0.3 -0.2
O -1.317 -1.737 1.094 0.1 0.3 -0.1
O 0.411 0.243 2.108 0.1 -0.3 -0.1
N -2.814 0.944 1.253 -0.1 1.1 -0.1
C -0.587 1.371 0.248 -0.1 0.4 0.0
C 1.496 -2.158 -1.979 0.0 0.0 -0.2
C 0.578 -3.367 -2.201 0.3 -0.3 -0.3
C 0.621 -0.041 -2.738 -0.2 0.0 -0.1
C -0.627 -1.068 0.392 -0.3 -0.3 0.4
C -3.499 0.899 -0.053 0.1 -0.4 0.3
C 2.756 3.027 3.234 -0.4 0.0 0.1
C 2.494 0.863 -0.500 0.0 -0.1 0.3
C -1.236 -4.581 -0.832 0.0 0.0 -0.3
C 0.249 -4.214 -0.960 -0.4 0.3 0.2
C 0.243 0.156 0.725 -0.4 0.0 0.1
C 0.775 -0.879 -1.444 0.3 -0.2 0.1
C 1.459 -0.210 -0.176 0.1 0.1 -0.1
C -3.739 1.349 2.311 -0.3 -0.4 -0.1
C 1.459 2.480 2.615 0.4 0.1 0.3
C 1.501 0.960 2.674 0.2 0.2 0.1
C -1.670 1.750 1.249 0.1 -0.2 0.2
C -0.230 1.193 -2.952 0.0 0.2 -0.1
H 2.333 -2.444 -1.356 0.0 -0.1 0.1
H 1.928 -1.922 -2.954 0.0 0.1 0.1
H 0.212 -0.768 -3.448 0.1 0.0 0.0
H -0.341 -3.058 -2.706 0.0 0.1 0.1
H -0.299 1.324 -4.039 0.0 -0.1 0.0
H -3.699 1.907 -0.436 0.0 0.0 -0.1
H 1.110 -3.994 -2.923 -0.1 0.0 0.0
H 3.004 2.474 4.144 0.1 0.0 0.0
H -4.157 2.345 2.131 0.1 0.1 0.1
H -4.558 0.628 2.333 0.1 0.0 0.0
H 0.028 2.255 0.130 0.1 -0.1 -0.1
H 0.846 -5.126 -0.979 0.1 0.1 0.1
H -4.457 0.400 0.085 0.1 -0.1 0.0
H -1.260 1.054 -2.604 0.1 0.0 0.2
H -1.063 1.150 -0.696 0.2 0.0 -0.2
H 3.596 2.959 2.542 0.0 0.0 0.0
H 3.292 0.867 0.239 -0.1 0.0 0.0
H -3.237 1.329 3.275 0.0 0.1 -0.1
H -0.261 3.058 -2.369 0.1 0.0 0.0
H 1.391 2.847 1.592 -0.2 0.0 0.0
H 2.029 1.847 -0.487 0.0 0.0 -0.3
H 1.503 0.665 3.726 -0.1 -0.1 -0.1
H -2.923 0.325 -0.775 0.0 0.0 -0.1
H 2.619 4.069 3.526 0.1 0.0 -0.1
H -1.537 -4.681 0.210 0.0 -0.1 0.0
H -1.861 -3.797 -1.267 0.0 0.0 0.1
H 2.958 0.680 -1.466 -0.1 0.1 0.0
H 0.526 -3.657 -0.066 0.1 -0.1 0.0
H 1.623 0.194 -3.101 0.0 0.0 0.0
H 0.611 2.856 3.186 -0.1 0.0 -0.2
H -1.466 -5.512 -1.356 0.0 0.0 0.0
H 2.457 0.614 2.275 -0.1 -0.1 -0.1
```
Forces are in eV/Å.

Results
E (eV): -100954.4431
SMILES string: CCCC[C@@]1(CCO)OC(=O)[C@@](CC(=O)N(C)C)(OCCC)[C@@]1(C)Br
Spin multiplicity: 1
HOMO-LUMO gap (eV): 9.754
HOMO energy (eV): -9.336
Relative energy (zero: lowest compared OMol25 entry of this formula, charge and spin) (kcal per mole): 0.0

No. 3
Below is a single C4H9N3O2 molecule in a non-equilibrium geometry, with properties calculated with wB97M-V/def2-TZVPD.

```
18
Properties=species:S:1:pos:R:3:forces:R:3
O -2.396 1.035 0.571 -3.0 -0.8 4.0
O 1.762 1.682 0.931 4.3 -2.1 0.9
N -0.025 0.335 -0.440 -1.1 0.0 3.1
N -1.392 0.893 1.616 3.2 -0.5 -3.9
N 1.010 0.639 1.644 -1.0 -0.2 -2.8
C -0.284 0.612 0.917 2.2 1.6 2.6
C -0.950 -0.720 -0.766 -6.5 3.2 -0.3
C -0.024 -1.332 -1.667 4.0 -5.2 -0.6
C 1.143 -0.467 -0.985 2.2 1.1 0.9
H -3.191 0.811 1.215 1.8 0.9 -2.5
H 0.943 1.123 2.472 -1.1 0.7 2.7
H 0.240 -1.237 -2.789 -1.8 -0.5 1.7
H 2.772 1.325 1.151 -3.8 1.6 -1.2
H -0.187 -2.502 -1.081 1.8 2.6 -3.2
H -2.037 -0.135 -0.976 2.8 -2.3 -0.4
H 1.806 0.248 -1.617 -1.5 -1.3 0.4
H -1.209 -1.448 0.053 0.3 1.1 -0.3
H 2.018 -0.862 -0.250 -2.7 0.3 -1.1
```
Forces are in eV/Å.

Results
E (eV): -12850.6870
SMILES string: O/N=C(/NO)N1CCC1
Spin multiplicity: 1
HOMO-LUMO gap (eV): 9.422
HOMO energy (eV): -8.739
Relative energy (zero: lowest compared OMol25 entry of this formula, charge and spin) (kcal per mole): 213.1

- What is the E in the first record?
  -6787.9680 eV